A 12-piece molecular cluster, C51H76Cl4F6N2O16S2 overall at a distorted geometry. Source: the Open Molecules 2025 dataset; level of theory: the ωB97M-V functional and the def2-TZVPD basis.

Output
Orbital gap (Ha): 0.272
Charge: 0
LUMO energy (eV): -0.563

```
157
C51H76Cl4F6N2O16S2 | the Open Molecules 2025 dataset | the ωB97M-V functional and the def2-TZVPD basis
C 0.49 -1.93 0.56
C 1.00 -1.36 -0.78
C 0.81 0.18 -0.79
N 1.07 0.93 -2.11
C 0.85 2.45 -1.82
C 1.22 3.29 -3.06
C 2.63 3.03 -3.59
C 2.73 1.52 -3.93
C 2.42 0.58 -2.74
C -0.03 0.43 -3.08
H 0.55 -3.02 0.61
H -0.54 -1.59 0.68
H 1.02 -1.58 1.45
H 0.27 -1.74 -1.49
H 1.99 -1.72 -1.06
H 1.54 0.54 -0.06
H -0.07 0.53 -0.26
H 1.60 2.64 -1.05
H -0.14 2.66 -1.42
H 1.17 4.33 -2.75
H 0.43 3.08 -3.78
H 3.41 3.31 -2.88
H 2.88 3.61 -4.48
H 3.75 1.28 -4.20
H 2.10 1.22 -4.77
H 3.13 0.95 -1.99
H 2.51 -0.49 -2.93
H -0.07 1.09 -3.94
H -0.92 0.37 -2.45
H 0.18 -0.57 -3.46
N -6.63 -0.46 -1.03
S -6.23 -0.37 0.47
O -7.02 0.43 1.42
O -4.83 -0.74 0.84
F -6.92 -1.77 0.90
S -6.19 1.23 -1.14
O -4.79 1.57 -1.03
O -7.25 2.12 -0.69
F -6.40 1.29 -2.71
C -2.93 3.10 -7.97
Cl -1.32 3.63 -8.45
Cl -3.28 3.66 -6.31
H -3.59 3.61 -8.68
H -3.12 2.03 -8.01
C 0.27 -3.31 -7.83
Cl 0.33 -1.53 -8.08
Cl 1.36 -4.17 -8.98
H 0.60 -3.54 -6.82
H -0.75 -3.69 -7.86
C -9.82 -7.32 -0.17
C -8.63 -6.68 0.58
O -7.42 -7.12 0.03
C -6.78 -6.46 -0.81
O -7.22 -5.46 -1.48
O -5.51 -6.96 -0.81
C -4.59 -6.23 -1.63
H -10.80 -7.00 0.16
H -9.77 -8.40 -0.04
H -9.78 -7.20 -1.26
H -8.59 -7.02 1.61
H -8.70 -5.59 0.62
H -4.62 -5.17 -1.36
H -4.81 -6.48 -2.67
H -3.59 -6.59 -1.42
C 5.55 -2.89 2.74
C 6.42 -1.66 2.55
O 5.55 -0.63 2.09
C 5.86 0.70 2.09
O 5.11 1.62 1.72
O 7.13 0.91 2.46
C 7.72 2.19 2.44
H 6.06 -3.83 2.98
H 5.02 -3.09 1.81
H 4.78 -2.72 3.48
H 7.24 -1.77 1.84
H 6.86 -1.42 3.52
H 8.59 2.30 3.08
H 7.05 2.87 2.96
H 8.00 2.53 1.44
C -7.24 5.68 4.09
C -6.37 4.59 3.54
O -5.44 4.12 4.48
C -4.45 3.34 4.08
O -4.16 3.12 2.88
O -3.77 2.98 5.17
C -2.82 1.87 5.00
H -7.83 6.10 3.28
H -6.64 6.51 4.44
H -7.85 5.26 4.89
H -5.90 4.82 2.58
H -6.97 3.71 3.34
H -2.43 1.64 5.99
H -2.04 2.17 4.30
H -3.22 0.90 4.70
C 3.10 -8.62 -6.63
C 3.61 -7.76 -5.47
O 4.58 -6.79 -5.92
C 4.43 -5.49 -5.68
O 3.59 -4.95 -4.98
O 5.37 -4.80 -6.39
C 5.34 -3.39 -6.38
H 3.83 -9.22 -7.16
H 2.72 -7.97 -7.42
H 2.29 -9.27 -6.28
H 4.07 -8.38 -4.70
H 2.74 -7.27 -5.02
H 5.50 -3.11 -5.34
H 4.36 -3.01 -6.65
H 6.15 -2.92 -6.94
F 4.67 11.15 -3.58
C 5.23 10.00 -3.02
C 5.20 9.88 -1.60
C 5.73 8.72 -0.99
C 6.36 7.76 -1.76
C 6.41 7.93 -3.17
C 5.80 9.01 -3.82
H 4.72 10.60 -0.95
H 5.71 8.58 0.08
H 6.82 6.85 -1.40
H 6.95 7.19 -3.73
H 5.86 9.15 -4.89
F 3.03 0.39 6.24
C 3.47 0.47 7.48
C 4.32 -0.51 8.06
C 4.76 -0.36 9.36
C 4.41 0.77 10.10
C 3.57 1.73 9.53
C 3.00 1.53 8.27
H 4.59 -1.34 7.43
H 5.35 -1.17 9.77
H 4.71 0.95 11.12
H 3.24 2.62 10.04
H 2.37 2.32 7.89
F 0.79 10.12 0.82
C -0.04 9.13 0.52
C -0.47 8.27 1.48
C -1.42 7.24 1.25
C -1.85 7.07 -0.08
C -1.36 7.93 -1.10
C -0.46 8.97 -0.76
H -0.08 8.31 2.49
H -1.68 6.61 2.08
H -2.65 6.39 -0.32
H -1.73 7.86 -2.11
H -0.10 9.56 -1.59
F -2.60 -5.73 5.02
C -3.09 -6.99 5.21
C -3.36 -7.48 6.50
C -3.99 -8.76 6.64
C -4.39 -9.40 5.46
C -4.22 -8.86 4.17
C -3.57 -7.65 4.05
H -3.23 -6.88 7.39
H -4.25 -9.25 7.57
H -4.74 -10.41 5.63
H -4.58 -9.34 3.27
H -3.35 -7.28 3.06
```

Mulliken atomic charge list, values in e, 8 entries: atom 1 (C): -1.44, atom 2 (C): -0.14, atom 3 (C): -1.07, atom 4 (N): 0.14, atom 5 (C): -0.70, atom 6 (C): -0.72, atom 7 (C): -0.63, atom 8 (C): -0.80



A 9-piece molecular cluster, C51H86BCl2F3N4O27PS overall at a distorted geometry. Source: the Open Molecules 2025 dataset; level of theory: the ωB97M-V functional and the def2-TZVPD basis.

Output
Orbital gap (Ha): 0.253
Charge: +1
LUMO energy (eV): -2.936

```
176
C51H86BCl2F3N4O27PS | the Open Molecules 2025 dataset | the ωB97M-V functional and the def2-TZVPD basis
C 3.42 -6.32 -1.36
C 4.13 -4.92 -1.38
C 3.04 -3.86 -1.19
C 3.58 -2.41 -1.18
N 3.36 -1.69 -2.46
N 2.50 -0.52 -2.35
C 1.27 -0.93 -2.89
N 0.34 -1.44 -2.18
C 0.30 -1.65 -0.73
C -1.13 -1.28 -0.27
C -1.24 0.20 0.20
C -2.20 0.26 1.41
C -2.73 1.70 1.61
O -4.14 1.71 1.69
C -4.70 2.58 0.70
N 0.99 -0.81 -4.26
C 0.77 0.67 -4.45
S -0.76 1.07 -3.52
B 0.40 0.81 -6.02
O 0.75 -0.17 -6.90
O -0.32 1.89 -6.44
C 2.04 1.47 -4.04
Cl 2.84 1.82 -5.66
C 1.73 2.91 -3.57
F 2.75 3.70 -3.72
F 1.28 2.95 -2.35
F 0.79 3.44 -4.34
C 3.11 0.66 -3.13
Cl 4.33 -0.18 -4.30
P 4.00 1.67 -1.86
C 4.44 0.75 -0.33
C 3.21 0.61 0.60
C 5.41 2.70 -2.39
C 5.89 2.71 -3.85
H 3.51 -6.79 -2.34
H 3.83 -6.95 -0.56
H 2.37 -6.18 -1.13
H 4.81 -4.91 -0.54
H 4.64 -4.83 -2.33
H 2.64 -4.04 -0.20
H 2.20 -3.99 -1.88
H 4.66 -2.51 -1.07
H 3.15 -1.91 -0.33
H 2.87 -2.36 -3.05
H -0.49 -1.70 -2.70
H 1.03 -1.06 -0.18
H 0.41 -2.72 -0.56
H -1.50 -1.95 0.50
H -1.81 -1.37 -1.13
H -1.61 0.85 -0.59
H -0.25 0.50 0.52
H -1.65 -0.06 2.30
H -3.03 -0.42 1.24
H -2.40 2.29 0.75
H -2.26 2.12 2.51
H -4.20 3.55 0.71
H -5.72 2.76 1.00
H -4.64 2.12 -0.28
H 1.75 -1.15 -4.86
H -1.71 1.11 -4.47
H 0.90 0.25 -7.76
H -0.63 1.76 -7.35
H 5.12 1.41 0.21
H 4.99 -0.18 -0.46
H 3.22 1.44 1.30
H 3.25 -0.30 1.20
H 2.29 0.72 0.03
H 6.28 2.44 -1.78
H 5.19 3.73 -2.12
H 6.75 3.38 -3.89
H 5.17 3.10 -4.57
H 6.26 1.76 -4.19
C -10.28 0.27 2.13
C -9.21 1.30 1.84
C -9.73 2.66 1.46
O -8.66 3.18 0.67
C -8.03 2.11 0.11
O -7.22 2.19 -0.76
O -8.45 0.95 0.67
H -9.87 -0.74 2.04
H -10.69 0.40 3.13
H -11.10 0.34 1.41
H -8.52 1.36 2.68
H -9.93 3.30 2.32
H -10.63 2.62 0.83
C 6.69 -10.75 1.72
C 5.29 -10.59 1.18
C 5.07 -9.37 0.32
O 3.67 -9.12 0.51
C 3.34 -9.59 1.74
O 2.32 -9.37 2.29
O 4.35 -10.34 2.25
H 6.70 -11.40 2.59
H 7.35 -11.17 0.95
H 7.11 -9.79 2.03
H 4.97 -11.50 0.67
H 5.30 -9.55 -0.73
H 5.63 -8.50 0.67
C 5.95 6.52 1.25
C 6.98 5.42 1.28
C 8.35 5.82 0.78
O 8.88 4.56 0.32
C 7.82 3.80 -0.05
O 7.91 2.77 -0.65
O 6.65 4.35 0.36
H 4.95 6.11 1.27
H 6.08 7.20 2.10
H 6.04 7.11 0.33
H 7.04 4.99 2.28
H 8.98 6.25 1.55
H 8.31 6.50 -0.08
C 1.40 -10.26 4.98
C 1.42 -10.91 6.35
C 0.47 -10.30 7.35
O 1.12 -10.60 8.60
C 2.46 -10.67 8.34
O 3.30 -10.70 9.18
O 2.69 -10.69 7.00
H 2.31 -10.48 4.44
H 0.55 -10.62 4.40
H 1.33 -9.18 5.06
H 1.27 -11.99 6.26
H -0.52 -10.74 7.32
H 0.39 -9.21 7.26
C -4.50 4.24 -3.38
C -4.28 3.40 -4.62
C -3.29 3.98 -5.59
O -3.73 3.41 -6.83
C -5.07 3.18 -6.71
O -5.79 2.90 -7.61
O -5.47 3.33 -5.41
H -5.44 3.97 -2.90
H -3.69 4.09 -2.66
H -4.55 5.30 -3.63
H -4.01 2.37 -4.33
H -2.26 3.70 -5.37
H -3.35 5.06 -5.67
C -3.27 -6.59 3.29
C -2.14 -5.62 3.05
C -2.57 -4.23 2.66
O -1.44 -3.77 1.90
C -0.87 -4.87 1.36
O -0.04 -4.83 0.50
O -1.37 -6.00 1.89
H -2.91 -7.62 3.21
H -3.69 -6.44 4.29
H -4.07 -6.47 2.56
H -1.46 -5.60 3.91
H -2.76 -3.58 3.52
H -3.45 -4.22 2.01
C -7.00 6.04 -0.76
C -8.40 6.29 -1.28
C -8.55 7.51 -2.14
O -9.92 7.86 -1.94
C -10.27 7.42 -0.70
O -11.27 7.70 -0.14
O -9.30 6.60 -0.20
H -7.03 5.39 0.12
H -6.38 5.57 -1.52
H -6.52 6.97 -0.45
H -8.78 5.39 -1.78
H -8.34 7.32 -3.19
H -7.93 8.35 -1.80
C 1.39 9.61 4.48
C 2.32 9.59 3.30
C 2.30 8.32 2.49
O 3.62 8.31 1.92
C 4.43 8.97 2.78
O 5.62 8.98 2.73
O 3.70 9.62 3.72
H 1.70 10.37 5.21
H 0.37 9.83 4.17
H 1.39 8.65 5.00
H 2.15 10.47 2.67
H 1.54 8.32 1.71
H 2.18 7.43 3.11
```

Mulliken atomic charge list, values in e, 8 entries: atom 1 (C): -0.94, atom 2 (C): -0.54, atom 3 (C): -1.26, atom 4 (C): 0.09, atom 5 (N): -0.34, atom 6 (N): 1.38, atom 7 (C): -2.34, atom 8 (N): 0.60



The highest charge belongs to which entry? C51H86BCl2F3N4O27PS



Which value of charge does entry 2 give? +1



What is the LUMO energy in the first record? -0.563 eV